{"formula": "C19H68N14O15", "method": "ωB97M-V/def2-TZVPD", "species": ["O", "O", "O", "O", "O", "O", "O", "O", "O", "O", "O", "O", "O", "O", "O", "N", "N", "N", "N", "N", "N", "N", "N", "N", "N", "N", "N", "N", "N", "C", "C", "C", "C", "C", "C", "C", "C", "C", "C", "C", "C", "C", "C", "C", "C", "C", "C", "C", "H", "H", "H", "H", "H", "H", "H", "H", "H", "H", "H", "H", "H", "H", "H", "H", "H", "H", "H", "H", "H", "H", "H", "H", "H", "H", "H", "H", "H", "H", "H", "H", "H", "H", "H", "H", "H", "H", "H", "H", "H", "H", "H", "H", "H", "H", "H", "H", "H", "H", "H", "H", "H", "H", "H", "H", "H", "H", "H", "H", "H", "H", "H", "H", "H", "H", "H", "H"], "positions_angstrom": [[-5.191517, -0.251129, -2.649388], [3.423483, -3.300129, 2.728612], [0.295483, 3.723871, 2.680612], [-2.482517, -2.317129, -1.502388], [4.852483, -0.364129, -1.457388], [3.933483, 2.556871, 1.611612], [0.216483, 1.632871, 0.503612], [2.981483, 2.895871, -1.783388], [3.575483, -4.047129, 0.053612], [-0.326517, 1.262871, -5.744388], [2.238483, -0.417129, -2.695388], [-1.884517, -3.171129, 1.027612], [-1.588517, 4.518871, -0.546388], [0.411483, -2.874129, 2.699612], [-5.002517, 0.146871, 2.774612], [-2.925517, 3.666871, -2.358388], [-1.847517, 2.230871, -1.107388], [-4.061517, 1.562871, -3.724388], [2.526483, -1.271129, 3.339612], [4.962483, 1.347871, 3.400612], [-1.622517, 2.596871, -4.400388], [-2.856517, -5.003129, 2.142612], [2.718483, 1.650871, 3.519612], [-2.892517, 0.106871, -2.811388], [-4.134517, -3.653129, 0.793612], [2.088483, 3.844871, 0.163612], [-0.302517, 1.130871, -3.412388], [1.029483, 3.942871, -1.658388], [4.502483, -1.204129, 2.374612], [-0.647517, -2.448129, -2.985388], [-3.995517, -0.509129, 0.756612], [2.080483, 3.553871, -1.114388], [-2.221517, 3.465871, -1.278388], [-0.599517, -1.070129, 3.724612], [0.899483, 0.461871, 0.456612], [-4.053517, 0.459871, -3.038388], [3.892483, 1.874871, 2.849612], [-5.270517, -0.431129, 1.563612], [-0.075517, -0.616129, 0.047612], [-2.968517, -3.938129, 1.333612], [-0.774517, 1.628871, -4.497388], [-0.269517, -2.537129, 3.922612], [-0.150517, 2.844871, 3.704612], [2.688483, -0.387129, -3.995388], [4.807483, 0.546871, -0.368388], [-1.917517, -3.169129, -2.469388], [3.447483, -1.967129, 2.758612], [2.862483, -3.020129, -0.454388], [4.872483, 0.950871, 4.329612], [3.785483, -0.243129, -3.887388], [0.534483, 0.571871, -3.394388], [1.064483, 3.777871, -2.628388], [-2.021517, -5.369129, 2.624612], [3.517483, -4.061129, 1.031612], [-3.633517, -5.715129, 2.337612], [0.169483, -2.367129, -2.226388], [-1.704517, -4.112129, -2.005388], [-3.671517, 2.955871, -2.692388], [-6.041517, 0.124871, 0.870612], [2.652483, 1.419871, 4.520612], [-2.849517, -0.817129, -2.300388], [-1.169517, 2.866871, 4.058612], [5.683483, 0.498871, 0.246612], [1.838483, -3.153129, -0.152388], [-0.193517, -0.496129, -1.019388], [-2.025517, -2.628129, -0.656388], [-1.887517, 2.998871, -3.439388], [-3.221517, 4.647871, -2.596388], [-3.264517, -1.123129, 1.226612], [5.414483, -0.010129, -2.162388], [-0.079517, 4.602871, 2.910612], [1.299483, 4.269871, 0.646612], [0.293483, -2.725129, 4.830612], [0.355483, -1.594129, -0.006388], [-0.164517, -2.902129, -3.833388], [-1.008517, -0.728129, 0.587612], [-4.274517, -2.872129, 0.218612], [-1.876517, 3.109871, -5.335388], [2.819483, -2.945129, -1.515388], [-1.246517, -0.939129, 2.827612], [-3.268517, 2.076871, -4.187388], [-2.250517, 1.354871, -1.508388], [2.339483, 0.440871, -4.564388], [3.313483, -2.101129, -0.106388], [1.630483, -1.716129, 3.241612], [0.785483, 2.407871, 0.471612], [-0.534517, 1.516871, -2.541388], [1.886483, 1.912871, 3.084612], [-1.985517, 0.449871, -3.228388], [2.629483, -0.240129, 3.432612], [-4.965517, 1.701871, -4.133388], [-1.261517, -0.724129, 4.496612], [-1.294517, -3.022129, 3.956612], [2.319483, -1.196129, -4.581388], [-4.256517, -0.912129, -0.215388], [3.933483, 0.330871, 0.254612], [-2.664517, -3.357129, -3.325388], [-1.172517, 1.992871, -0.292388], [1.742483, 0.578871, -0.183388], [0.249483, 4.356871, -1.120388], [2.786483, 3.248871, 0.714612], [-4.473517, 0.961871, 2.695612], [-0.262517, -2.959129, 2.058612], [5.281483, -1.688129, 1.899612], [0.004483, 1.789871, 3.341612], [-3.491517, 0.394871, 0.573612], [-5.073517, -4.147129, 0.994612], [-0.803517, -1.483129, -3.414388], [4.803483, 1.500871, -0.871388], [-5.827517, -1.367129, 1.773612], [1.236483, 0.326871, 1.418612], [5.863483, 1.444871, 2.945612], [0.529483, 3.096871, 4.474612], [0.266483, -0.369129, 3.749612], [2.967483, -0.115129, -2.187388], [4.679483, -0.173129, 2.586612]], "atomic_forces_ev_per_a": [[5.2993, 3.7383, -1.7539], [0.2106, 5.2313, -0.5476], [-1.4231, 1.0889, -0.2081], [0.1182, -0.8245, 1.6519], [0.0213, -1.0265, -0.4172], [0.2827, -4.2152, 7.1053], [-2.2160, 2.5330, 0.0603], [-1.7964, 1.5701, 2.1932], [1.7314, -2.6291, 0.3208], [-2.1013, 1.1711, 5.6526], [-2.4199, -0.4579, 0.6103], [-3.8661, -2.9692, 1.3709], [-3.2919, -4.8175, -3.4678], [1.3296, -0.8928, 2.4223], [-0.0484, 1.2429, 2.0719], [-4.5669, 2.6273, -2.5501], [1.3852, -3.1943, 2.8787], [-3.1014, 4.2648, -2.8585], [-2.2135, 2.0802, 1.6138], [1.3677, 0.2418, 0.7721], [-3.0020, 4.1670, -1.0365], [-1.1673, -2.9497, 1.6954], [1.7144, -0.0484, 0.7741], [7.0539, -5.1168, 3.0400], [-3.6406, -2.0913, 0.8070], [2.4993, -1.3205, 4.1363], [1.7674, -2.2455, 1.9881], [-5.3293, 2.1639, -2.9541], [2.4871, 0.1533, -1.1170], [0.9684, -1.1210, 0.3142], [-1.1624, -1.8032, -0.4683], [5.5502, -3.2804, -1.0486], [4.8335, 4.9437, 4.3796], [-0.7328, 1.0923, 0.3951], [-0.4877, -1.4525, -0.4861], [-8.7131, -3.3536, 0.9100], [-1.8019, 4.1458, -6.0282], [-1.3114, 0.9495, -2.5583], [0.8618, -0.2707, -1.1775], [4.7907, 2.3869, -0.9979], [4.2583, -1.6018, -9.5947], [-1.8414, 0.7921, -1.7410], [0.9065, -1.3609, -0.9708], [1.7982, 0.7230, -0.4620], [-0.1291, 0.4654, -1.0838], [0.0812, 1.0285, -2.3152], [2.8025, -5.3224, -0.0788], [-0.8606, 1.1785, 0.6227], [0.4868, 0.0251, -0.3002], [-0.4210, -0.7284, -1.1014], [0.2263, -0.2896, -0.1997], [-0.8346, 0.1812, -1.2677], [-0.2220, 1.3060, -1.0344], [-0.0517, 0.4169, -0.3768], [1.2071, 2.0749, -0.8553], [-0.8611, -0.0521, -0.3490], [0.3268, -0.6840, 0.0240], [1.3606, 0.9791, 1.0219], [1.1152, -0.3953, 1.4469], [0.3270, 0.3296, -0.8924], [0.5412, 0.9612, -0.3690], [-0.5000, 0.6030, -0.2845], [0.7492, -0.2906, 0.5075], [-0.9038, 0.5982, 0.3460], [-0.9203, 0.4594, -0.4366], [-0.9933, 0.9441, -0.5119], [0.5991, 0.0534, -2.0925], [0.6740, -1.3479, 0.8273], [0.5601, -0.7871, 0.4370], [-0.1506, -0.0327, 0.4687], [0.4765, -0.7182, -0.5116], [0.4403, -0.1219, -0.3628], [0.3402, -0.3399, -0.2417], [0.6732, -0.6661, 0.6822], [0.1002, -0.9876, -0.3523], [-0.0737, 0.5483, 0.1127], [0.5150, 1.1863, -0.9051], [0.9086, -1.3919, 2.6334], [0.5258, -0.4395, -1.0531], [0.9292, -0.1033, 0.2239], [-0.7139, -1.8648, 0.4283], [-0.2819, 1.4102, 0.1838], [-0.4378, 1.3537, -0.2816], [-0.4218, 0.9104, 0.1098], [-0.3131, 0.0888, 0.1150], [0.3548, 0.1781, 0.0585], [-0.0749, 0.9097, 1.2858], [-1.2183, 0.8011, -0.7894], [-1.7948, -0.7756, 0.4181], [-0.4963, -1.6893, -0.6142], [-0.3957, 0.4531, -0.2581], [-0.3311, 0.2396, 0.8525], [1.2845, -0.0455, 0.2312], [0.3261, -1.3224, -0.1556], [0.2251, -0.1096, -0.4604], [0.1457, 0.2234, -0.4645], [1.0057, 0.3972, 1.2677], [-0.9148, 0.7009, -1.3141], [0.7126, -0.4566, -0.8580], [0.0802, -0.2505, -0.9586], [-1.0736, 1.4854, -0.2925], [-0.4381, -0.6159, -0.2792], [-1.4765, -0.2319, -1.5999], [-0.8820, 0.3341, 0.5572], [-0.1471, 1.0005, 0.3134], [0.1276, 1.7491, -0.0759], [2.6500, 0.8211, -0.1524], [-0.7105, 0.8947, 0.2444], [-0.6015, 0.8386, 0.8295], [0.8849, 0.1028, -0.1478], [1.2656, -1.0904, 2.4201], [-0.2222, 0.2404, 0.3156], [0.3628, -0.5032, 1.6976], [-0.5795, -0.6545, -0.3710], [0.9877, 0.3695, 1.2368], [-0.9332, -2.7968, -0.5903]], "lumo_ev": -0.2, "total_charge": 0, "e_homo_ev": -8.6461, "orbital_gap_ev": 8.42, "relative_energy_kj_mol": 198.9, "e_tot_ev": -72375.332}